Entry 1:
Computed, not measured: a 2-piece molecular cluster, C3H3F overall, with ωB97M-V/def2-TZVPD.

Properties
HOMO energy (eV): -8.9
Energy (Ha): -215.69239
Relative energy (zero: lowest compared OMol25 entry of this formula, charge and spin) (eV): 5.1689

The geometry in XYZ format:
```
7
Properties=species:S:1:pos:R:3:forces:R:3:nbo_charge:R:1
F -1.7625 -1.7917 -0.9327 -0.217 0.141 0.045 -0.339
H 2.1521 0.5715 1.1575 0.191 -0.231 -0.216 0.294
C -1.0294 -1.0816 -1.7530 0.598 -0.238 -0.188 0.266
H 0.7802 1.4315 1.9671 -0.420 0.089 0.049 0.289
C 0.3560 0.2256 0.2654 -0.293 0.104 -0.026 0.261
C 1.0858 0.7677 1.1744 0.339 0.028 0.037 -0.810
H -1.5822 -0.1230 -1.8789 -0.199 0.106 0.300 0.039
```
Forces are in eV/Å.

---

Entry 2:
Computed, not measured: one molecule with the formula C6H10NO2P, with ωB97M-V/def2-TZVPD.

Properties
Structure (SMILES): C1CC[C@H]2[C@@H](C1)N2p1oo1
HOMO energy (eV): -9.2
Energy (Ha): -781.05763
Relative energy (zero: lowest compared OMol25 entry of this formula, charge and spin) (eV): 4.2978

The geometry in XYZ format:
```
20
Properties=species:S:1:pos:R:3:forces:R:3:nbo_charge:R:1
C 1.4079 -0.2914 -0.9027 -2.274 1.181 1.880 -0.419
O -1.6420 3.4922 0.0249 -1.447 0.919 -0.214 -0.524
H 1.2624 -2.3745 -0.1249 -0.557 1.898 0.748 0.197
H 1.9442 -0.7367 -1.6795 1.187 -0.094 -1.293 0.216
C -0.0095 0.1764 -1.4290 1.002 -1.366 -1.780 -0.037
H -1.7776 -0.4823 1.5909 0.386 -1.039 -2.338 0.231
H -0.0422 0.0779 -2.5943 -0.351 0.339 2.113 0.191
N -0.6280 1.2789 -0.8001 0.669 1.386 0.767 -0.804
C -1.1551 -0.8726 0.6659 0.825 -1.257 2.542 -0.427
C -1.2458 -0.0784 -0.5810 -1.492 1.744 -2.136 -0.042
O -0.7086 3.1170 1.1120 0.321 0.064 1.501 -0.531
H -2.2543 -0.0740 -1.1420 1.688 -0.413 0.952 0.216
H 0.2533 -1.4374 2.1665 0.135 -1.144 0.182 0.213
C 1.3288 -1.2693 0.2622 0.299 -1.828 0.128 -0.404
H 0.4299 0.0795 1.7435 0.714 1.660 -0.257 0.207
H -1.2620 -2.0208 0.4104 -0.686 2.306 0.478 0.222
C 0.2872 -0.8537 1.2664 -1.887 -0.799 -0.644 -0.409
H 2.2247 -1.3130 0.8739 0.763 0.237 -0.488 0.216
P -0.2022 2.9429 -0.4085 0.008 -3.510 -1.427 1.485
H 1.7892 0.6393 -0.4547 0.697 -0.282 -0.714 0.205
```
Forces are in eV/Å.

---

Entry 3:
Computed, not measured: one molecule with the formula C5H7N3OS, with ωB97M-V/def2-TZVPD.

Properties
Structure (SMILES): N=[S@H](=O)Nc1ccccn1
HOMO energy (eV): -8.9
Energy (Ha): -832.31898
Relative energy (zero: lowest compared OMol25 entry of this formula, charge and spin) (eV): 3.1100

The geometry in XYZ format:
```
17
Properties=species:S:1:pos:R:3:forces:R:3:nbo_charge:R:1
C 1.7928 1.0471 -0.0428 0.713 -0.325 -1.207 -0.155
O -3.7230 -0.7754 -0.2000 0.355 0.546 -0.483 -0.904
N -1.2853 -0.8648 0.1962 -1.274 1.409 -1.268 -0.846
C 2.7282 -0.0608 -0.0737 -3.699 0.958 0.721 -0.278
N 0.8956 -1.5946 0.1772 0.992 -0.768 -0.649 -0.464
S -2.6060 0.1338 -0.2830 2.211 1.284 1.294 1.929
C 0.0569 -0.5995 -0.0180 1.011 0.477 0.669 0.363
H -2.6970 1.3944 1.4290 -0.520 -0.299 2.103 0.378
H -1.5604 -1.7519 0.5221 -0.188 -1.325 0.043 0.428
N -2.4567 1.4647 0.4890 -0.398 -1.130 -3.787 -1.129
H 3.0080 -2.0418 -0.0251 0.259 -1.976 0.278 0.197
H -0.3494 1.5259 -0.2764 1.704 -1.064 0.155 0.250
H -2.1972 0.5806 -1.6110 -0.747 -0.877 1.842 0.061
C 0.4819 0.7418 -0.2147 -2.300 0.552 0.436 -0.307
H 3.7387 -0.0023 -0.0574 2.941 0.833 -0.080 0.210
H 1.9380 2.1444 -0.0447 0.969 -0.926 0.062 0.229
C 2.2351 -1.3415 0.0332 -2.029 2.632 -0.130 0.037
```
Forces are in eV/Å.

---

Entry 4:
Computed, not measured: C2H2Cl2O2S as an isolated structure, with ωB97M-V/def2-TZVPD.

Properties
HOMO energy (spin up / spin down) (eV): -10.4 / -9.2
Energy (Ha): -1546.23373
Relative energy (zero: lowest compared OMol25 entry of this formula, charge and spin) (eV): 5.9903

The geometry in XYZ format:
```
9
Properties=species:S:1:pos:R:3:forces:R:3:nbo_charge:R:1
H 0.0545 -0.4040 -1.7015 0.469 -0.005 -0.571 0.209
C 0.1511 -0.6064 -0.6552 5.176 2.614 3.145 -0.413
O -2.2241 -0.8745 -0.8088 -1.076 0.116 -0.541 -0.909
H 1.4519 0.1044 1.4758 0.439 0.076 -1.062 0.215
O -1.4296 -0.6860 1.4661 0.524 0.772 1.096 -0.883
Cl -1.4576 1.7131 -0.1401 -0.207 0.562 0.389 -0.203
C 1.6782 0.2334 0.3906 -5.596 -2.530 -1.012 -0.228
Cl 3.1012 0.7988 -0.1445 0.754 0.039 -0.545 0.157
S -1.3255 -0.2788 0.1176 -0.484 -1.644 -0.898 2.054
```
Forces are in eV/Å.